DFT (the ωB97M-V functional and the def2-TZVPD basis) results for C13H21AuCl2N6O3 as an isolated structure.

Cartesian coordinates (Å):
Au (0.090, 0.365, -0.546)
Cl (3.318, -0.732, 1.043)
C (2.382, -0.170, 2.462)
Cl (2.075, 1.590, 2.364)
C (1.056, -0.968, 2.585)
O (0.965, -1.601, 3.631)
O (0.254, -0.879, 1.624)
H (2.999, -0.332, 3.334)
C (-1.490, -2.186, -0.380)
N (-2.741, -2.919, -0.329)
C (-3.522, -2.611, -1.526)
N (-3.815, -1.178, -1.637)
C (-2.562, -0.447, -1.685)
N (-1.731, -0.702, -0.470)
C (-2.537, -0.307, 0.732)
N (-3.787, -1.038, 0.789)
C (-3.492, -2.474, 0.849)
C (-4.548, -0.770, -0.432)
H (-0.925, -2.485, -1.265)
H (-0.896, -2.362, 0.510)
H (-4.464, -3.162, -1.490)
H (-2.965, -2.930, -2.408)
H (-2.759, 0.623, -1.743)
H (-1.987, -0.750, -2.560)
H (-2.739, 0.763, 0.660)
H (-1.923, -0.507, 1.610)
H (-4.430, -3.028, 0.902)
H (-2.906, -2.680, 1.744)
H (-4.765, 0.298, -0.492)
H (-5.491, -1.316, -0.392)
N (1.666, 1.595, -1.136)
C (2.719, 1.927, -0.778)
N (3.894, 2.335, -0.405)
C (4.064, 3.611, 0.304)
C (5.169, 3.446, 1.330)
O (6.351, 2.962, 0.717)
C (6.150, 1.667, 0.181)
C (5.113, 1.702, -0.928)
H (3.123, 3.863, 0.788)
H (4.322, 4.392, -0.416)
H (4.834, 2.758, 2.113)
H (5.415, 4.407, 1.779)
H (5.819, 0.978, 0.965)
H (7.109, 1.332, -0.209)
H (4.862, 0.695, -1.257)
H (5.481, 2.281, -1.779)

Its energy is -2118.26726 Ha. The LUMO energy is 0.43 eV. As for the energy above the lowest of the compared OMol25 structures with the same formula, charge and spin: 0.0 kcal/mol. The largest force on an atom comes out at 0.80 eV/A.

Löwdin atomic charge list, values in e, 6 entries:
1 Au 0.8062
2 Cl 0.5988
3 C -0.9370
4 Cl 0.6067
5 C -0.8116
6 O 0.0201



DFT (the ωB97M-V functional and the def2-TZVPD basis) results for CH2Cl2O3S as an isolated structure at a distorted geometry.

Cartesian coordinates (Å):
C (0.403, 0.808, -0.613)
O (-3.124, 0.079, -1.142)
O (-2.775, -0.868, 1.094)
O (-1.786, 1.508, 0.835)
S (-3.392, 0.143, 0.298)
Cl (1.717, 0.951, 0.536)
Cl (-0.953, 1.987, -0.359)
H (0.575, 1.212, -1.633)
H (0.028, -0.289, -0.400)

Its energy is -1583.43761 Ha. The LUMO energy is 0.12 eV. As for the energy above the lowest of the compared OMol25 structures with the same formula, charge and spin: 32.3 kcal/mol. The largest force on an atom comes out at 2.75 eV/A.

Löwdin atomic charge list, values in e, 6 entries:
1 C -0.8089
2 O -0.4899
3 O -0.4453
4 O -0.7613
5 S 0.8073
6 Cl 0.5754



DFT (the ωB97M-V functional and the def2-TZVPD basis) results for a 2-piece molecular cluster, C19H26N5O2 overall at a distorted geometry.

Cartesian coordinates (Å):
O (0.309, -4.085, -1.532)
O (-3.735, -2.695, -1.925)
C (-0.622, -3.354, -1.832)
C (-3.450, -1.696, -1.283)
C (1.130, -0.364, -1.749)
C (3.701, 0.467, 2.630)
C (3.354, 1.741, 3.001)
C (-0.017, 0.282, -1.433)
C (1.459, 0.660, 2.613)
C (0.427, 3.755, 0.245)
C (1.833, 3.775, 0.231)
C (-0.280, 2.646, -0.259)
C (2.543, 2.672, -0.273)
C (0.401, 1.527, -0.789)
C (1.829, 1.572, -0.771)
N (2.219, 0.385, -1.349)
N (-4.449, -0.912, -0.865)
N (2.517, -0.220, 2.380)
N (-1.034, -2.483, -0.907)
N (1.962, 1.813, 2.976)
C (-1.191, -3.424, -3.235)
C (-0.005, 0.354, 2.463)
C (-4.391, 0.290, -0.031)
C (2.411, -1.610, 1.907)
C (-1.406, -0.185, -1.772)
C (-1.980, -1.350, -0.940)
H (1.182, -1.305, -2.288)
H (4.712, 0.071, 2.543)
H (4.044, 2.546, 3.258)
H (-0.117, 4.619, 0.606)
H (2.365, 4.652, 0.577)
H (-1.360, 2.667, -0.287)
H (3.622, 2.685, -0.312)
H (3.170, 0.145, -1.596)
H (-5.363, -1.230, -1.157)
H (-0.579, -2.647, -0.027)
H (1.437, 2.674, 3.147)
H (-1.547, -2.460, -3.575)
H (-2.022, -4.128, -3.238)
H (-0.420, -3.785, -3.915)
H (-0.595, 1.276, 2.450)
H (-0.184, -0.185, 1.528)
H (-0.349, -0.269, 3.294)
H (-5.398, 0.538, 0.313)
H (-3.766, 0.123, 0.846)
H (-4.012, 1.137, -0.605)
H (1.956, -1.642, 0.912)
H (1.802, -2.203, 2.597)
H (3.400, -2.074, 1.844)
H (-2.071, 0.671, -1.670)
H (-1.423, -0.448, -2.828)
H (-2.018, -0.985, 0.082)

Its energy is -1163.69573 Ha. The LUMO energy is -2.45 eV. The net charge is +1. The largest force on an atom comes out at 2.63 eV/A.

Löwdin atomic charge list, values in e, 6 entries:
1 O 0.0279
2 O 0.0691
3 C -0.5518
4 C -0.4451
5 C -0.0374
6 C -0.0111



DFT (the ωB97M-V functional and the def2-TZVPD basis) results for a 17-piece molecular cluster, C39H118N6O23 overall at a distorted geometry.

Cartesian coordinates (Å):
C (-23.581, 5.930, 11.088)
O (-24.697, 5.353, 11.739)
C (-24.646, 3.943, 11.779)
C (-24.862, 3.313, 10.411)
N (-25.966, 3.962, 9.764)
C (-26.154, 3.587, 8.374)
C (-27.090, 4.559, 7.679)
O (-26.873, 5.864, 8.184)
C (-27.801, 6.801, 7.684)
H (-22.647, 5.627, 11.577)
H (-23.696, 7.010, 11.094)
H (-23.514, 5.584, 10.047)
H (-25.432, 3.626, 12.468)
H (-23.700, 3.618, 12.238)
H (-25.077, 2.254, 10.610)
H (-23.922, 3.305, 9.829)
H (-25.913, 4.965, 9.882)
H (-26.652, 2.609, 8.362)
H (-25.196, 3.466, 7.847)
H (-28.132, 4.253, 7.836)
H (-26.902, 4.538, 6.597)
H (-28.828, 6.463, 7.853)
H (-27.633, 7.000, 6.620)
H (-27.613, 7.735, 8.214)
C (-20.450, 10.501, 6.032)
O (-20.826, 9.182, 6.361)
C (-21.114, 8.966, 7.727)
C (-22.465, 8.291, 7.841)
N (-23.586, 9.122, 7.449)
C (-24.051, 10.095, 8.424)
C (-24.371, 9.495, 9.783)
O (-24.963, 10.475, 10.596)
C (-24.102, 10.969, 11.608)
H (-21.054, 11.236, 6.577)
H (-20.619, 10.637, 4.964)
H (-19.392, 10.687, 6.251)
H (-21.096, 9.921, 8.268)
H (-20.331, 8.330, 8.162)
H (-22.601, 7.854, 8.830)
H (-22.426, 7.414, 7.181)
H (-23.381, 9.578, 6.570)
H (-25.005, 10.518, 8.102)
H (-23.383, 10.963, 8.566)
H (-23.503, 9.040, 10.276)
H (-25.080, 8.669, 9.632)
H (-24.625, 11.812, 12.059)
H (-23.159, 11.316, 11.172)
H (-23.899, 10.234, 12.395)
C (-16.506, 11.748, 14.722)
O (-16.880, 10.479, 14.220)
C (-17.857, 9.842, 15.009)
C (-17.715, 8.354, 14.869)
N (-18.199, 7.937, 13.551)
C (-17.992, 6.501, 13.279)
C (-18.887, 5.585, 14.071)
O (-18.259, 5.195, 15.271)
C (-19.044, 4.272, 15.989)
H (-15.995, 11.627, 15.688)
H (-17.385, 12.380, 14.876)
H (-15.802, 12.186, 14.021)
H (-18.873, 10.147, 14.711)
H (-17.797, 10.148, 16.065)
H (-18.325, 7.873, 15.635)
H (-16.660, 8.081, 15.001)
H (-17.651, 8.414, 12.840)
H (-16.934, 6.216, 13.354)
H (-18.242, 6.366, 12.223)
H (-19.072, 4.685, 13.456)
H (-19.871, 6.031, 14.265)
H (-20.060, 4.652, 16.130)
H (-18.547, 3.978, 16.910)
H (-19.106, 3.344, 15.394)
C (-27.776, 10.608, 9.010)
O (-27.046, 11.750, 8.628)
C (-27.473, 12.921, 9.262)
C (-26.420, 13.987, 9.099)
N (-25.335, 13.765, 10.043)
C (-24.308, 14.784, 10.040)
C (-23.458, 14.817, 8.771)
O (-22.848, 13.566, 8.503)
C (-21.720, 13.312, 9.311)
H (-27.197, 9.725, 8.737)
H (-28.744, 10.587, 8.492)
H (-27.943, 10.564, 10.092)
H (-27.676, 12.732, 10.324)
H (-28.420, 13.287, 8.826)
H (-26.898, 14.934, 9.356)
H (-26.056, 13.938, 8.065)
H (-24.937, 12.837, 9.965)
H (-23.641, 14.595, 10.885)
H (-24.786, 15.750, 10.218)
H (-22.669, 15.584, 8.827)
H (-24.047, 15.086, 7.892)
H (-21.243, 12.410, 8.928)
H (-21.982, 13.176, 10.363)
H (-20.983, 14.123, 9.225)
C (-21.163, 7.151, 17.294)
O (-21.746, 7.067, 16.015)
C (-23.042, 6.502, 16.051)
C (-23.562, 6.438, 14.647)
N (-24.942, 5.961, 14.627)
C (-25.883, 7.028, 15.020)
C (-26.391, 7.823, 13.835)
O (-26.931, 6.923, 12.891)
C (-27.217, 7.533, 11.663)
H (-21.893, 7.553, 18.005)
H (-20.305, 7.811, 17.188)
H (-20.821, 6.167, 17.631)
H (-23.699, 7.125, 16.666)
H (-22.987, 5.489, 16.472)
H (-22.940, 5.789, 14.020)
H (-23.467, 7.405, 14.126)
H (-25.211, 5.657, 13.698)
H (-25.502, 7.647, 15.829)
H (-26.781, 6.533, 15.422)
H (-25.606, 8.489, 13.447)
H (-27.189, 8.468, 14.223)
H (-27.733, 8.491, 11.827)
H (-27.860, 6.861, 11.098)
H (-26.330, 7.800, 11.082)
C (-16.590, 13.758, 24.730)
O (-17.882, 13.684, 24.208)
C (-18.631, 12.633, 24.787)
C (-19.936, 12.512, 24.037)
N (-19.761, 11.768, 22.801)
C (-20.948, 11.760, 21.963)
C (-20.813, 10.703, 20.895)
O (-19.745, 11.052, 20.042)
C (-19.407, 9.989, 19.189)
H (-16.603, 13.877, 25.823)
H (-16.069, 14.600, 24.286)
H (-16.038, 12.828, 24.521)
H (-18.776, 12.728, 25.872)
H (-18.041, 11.710, 24.659)
H (-20.392, 13.507, 23.914)
H (-20.651, 11.984, 24.684)
H (-19.002, 12.193, 22.276)
H (-21.163, 12.727, 21.487)
H (-21.795, 11.472, 22.592)
H (-21.743, 10.561, 20.331)
H (-20.566, 9.755, 21.399)
H (-20.292, 9.501, 18.768)
H (-18.820, 9.213, 19.705)
H (-18.770, 10.369, 18.390)
C (-21.477, 3.506, 18.819)
O (-20.750, 2.437, 19.395)
H (-20.939, 3.875, 17.947)
H (-22.449, 3.193, 18.420)
H (-21.642, 4.306, 19.544)
H (-21.363, 1.875, 19.873)
C (-19.960, 6.711, 20.952)
O (-18.712, 6.785, 21.596)
H (-20.236, 5.675, 20.759)
H (-20.775, 7.051, 21.611)
H (-20.043, 7.287, 20.028)
H (-18.570, 7.687, 21.897)
C (-29.260, 10.093, 18.115)
O (-28.119, 9.607, 17.411)
H (-29.780, 10.858, 17.529)
H (-29.992, 9.299, 18.299)
H (-28.934, 10.498, 19.067)
H (-28.419, 9.406, 16.518)
O (-24.564, 7.652, 19.327)
H (-24.494, 6.816, 18.828)
H (-25.361, 7.548, 19.853)
O (-20.990, 8.417, 13.444)
H (-21.328, 7.999, 14.248)
H (-20.022, 8.248, 13.484)
O (-28.093, 4.645, 14.113)
H (-27.699, 5.444, 13.717)
H (-28.092, 3.994, 13.406)
O (-24.476, 9.356, 17.156)
H (-24.488, 8.864, 18.000)
H (-25.293, 9.864, 17.160)
O (-24.668, 5.020, 18.478)
H (-25.288, 4.857, 17.747)
H (-24.921, 4.393, 19.162)
O (-30.657, 7.005, 12.680)
H (-30.450, 6.073, 12.810)
H (-31.196, 7.046, 11.886)
O (-29.527, 8.580, 14.713)
H (-29.440, 9.517, 14.513)
H (-29.832, 8.161, 13.893)
O (-26.074, 3.914, 16.254)
H (-25.442, 4.496, 15.772)
H (-26.895, 4.016, 15.753)

Its energy is -3615.49478 Ha. The LUMO energy is 0.11 eV. As for the energy above the lowest of the compared OMol25 structures with the same formula, charge and spin: 0.0 kcal/mol. The largest force on an atom comes out at 1.51 eV/A.

Löwdin atomic charge list, values in e, 6 entries:
1 C -0.0751
2 O -0.2399
3 C -0.2095
4 C -0.2328
5 N -0.0533
6 C -0.2012